Run A
# C3H7N3

A gas-phase ion, C3H7N3 (charge +2) (ωB97M-V with the def2-TZVPD basis set, the Open Molecules 2025 dataset).

The geometry in XYZ format:
```
13
C3H7N3 ωB97M-V with the def2-TZVPD basis set
C 0.53167 0.59367 0.18777
C -1.85159 0.17371 -0.39136
C 1.69809 -0.26333 -0.10396
N -0.56717 0.08661 -0.10096
N 2.95464 -0.06148 0.08747
N -2.84116 -0.19786 0.32763
H 0.57427 1.47776 0.84102
H -1.95030 0.67212 -1.41315
H 1.39276 -1.09617 -0.71477
H 3.21296 0.78395 0.45241
H 3.40081 -0.89569 -0.25956
H -3.73289 -0.45163 -0.02952
H -2.82210 -0.82168 1.11697
```

Calculated values
gap between HOMO and LUMO: 9.37 eV
HOMO energy: -20.4149 eV
net charge: +2

Run B
# C3H7N3

2 unconnected molecules or ions with the total composition C3H7N3 (ωB97M-V with the def2-TZVPD basis set, the Open Molecules 2025 dataset).

The geometry in XYZ format:
```
13
C3H7N3 ωB97M-V with the def2-TZVPD basis set
C -0.08403 0.17825 0.18069
C 0.53490 -0.22663 2.61624
C 0.23239 -0.00040 -2.74983
N 0.24714 -0.20000 1.28960
N -0.73847 -0.14937 -3.51681
N -0.00985 0.51018 3.61189
H 0.16049 -0.02282 -1.80412
H 1.33306 -0.98506 2.91700
H 1.05566 0.54283 -2.95554
H -1.53405 -0.59141 -3.04068
H -0.58981 -0.22586 -4.57005
H 0.30522 0.33011 4.54940
H -0.91267 0.84018 3.47220
```

Calculated values
gap between HOMO and LUMO: 10.96 eV
HOMO energy: -21.1949 eV
net charge: +2

Quick one: most stable of them? run A